Computed, not measured: a structure of composition C16H31NO2, with wB97M-V/def2-TZVPD.

The frontier orbital gap is 0.32577 Ha. The value obtained for the strongest force on any atom is 19.45 eV/Å. For the LUMO energy, the calculation gives 0.78 eV. The highest occupied orbital energy comes out at -0.297 hartree. The relative energy (zero: lowest compared OMol25 entry of this formula, charge and spin) comes out at 464.0 kcal per mole.

```
50
Properties=species:S:1:pos:R:3:lowdin_charge:R:1
C -7.0394 -0.1702 0.8829 -0.1188
C -5.5780 -0.8648 0.7116 -0.2421
C -4.5245 0.1299 0.0295 -0.1611
C -3.2672 -0.6811 -0.0494 -0.2401
H -2.9533 -1.0957 0.8246 0.1119
C -2.3015 0.1256 -0.6436 -0.2624
C -1.8417 1.1977 0.4045 0.0278
C -1.1590 2.5240 -0.6310 -0.0019
H -0.3863 2.1931 -1.2512 0.0055
H -0.7066 3.1884 0.1869 0.0652
H -1.9476 3.1907 -1.1076 0.0692
H -1.1287 0.9878 0.8238 -0.0403
H -2.5692 1.5047 0.7212 -0.0401
H -2.6351 0.7452 -1.5707 0.1769
C -1.1032 -0.7119 -1.2733 -0.2861
O -0.2408 -0.0523 -1.8260 0.0036
C 1.0649 -0.9113 -1.7854 0.0998
H 0.9915 -1.6550 -2.4503 0.0699
H 1.9741 0.0169 -2.1117 0.2254
C 0.9773 -1.1792 -0.2595 -0.4751
C 1.7237 -0.2609 0.4461 -0.2029
N 3.0505 -0.0758 0.3216 -0.1869
C 3.9482 -1.1622 0.7428 -0.2013
C 5.2916 -1.2064 0.2566 -0.1547
C 6.0434 0.2317 0.1713 -0.2759
C 5.2502 1.2334 -0.0751 -0.2569
C 3.7838 0.9099 0.5435 -0.2853
H 3.1787 2.0658 0.1390 0.1879
H 3.7651 1.1595 1.7560 0.1596
H 5.1117 1.1308 -1.0805 0.0901
H 5.6166 2.2822 0.1595 0.1530
H 6.9949 0.0824 -0.1899 0.0792
H 6.2222 0.1772 1.5142 0.1909
H 5.2484 -1.4886 -1.0220 0.1666
H 5.8970 -2.1663 0.4722 0.1378
H 3.4983 -2.0093 0.4623 0.1043
H 4.0543 -1.2197 1.6177 0.0272
H 1.3141 0.7488 0.6767 0.1541
H 1.6070 -0.5234 1.6014 0.1863
H 1.2742 -2.1188 -0.1774 0.1143
O -0.2917 -1.3007 0.1131 -0.0124
H -1.6512 -1.4817 -1.4783 0.0941
H -3.5366 -1.6194 -0.5579 0.1375
H -4.6537 0.8261 0.6523 0.0219
H -5.1190 0.3599 -1.0241 0.1872
H -5.6701 -1.8456 0.1311 0.1094
H -5.3139 -1.2303 1.7628 0.1108
H -7.3165 -0.0587 -0.1576 0.0349
H -6.9944 0.8357 1.2806 0.0487
H -7.9526 -0.7582 1.3168 0.0933
```



Computed, not measured: the ion C4H8N3O with charge +1, with wB97M-V/def2-TZVPD.

The frontier orbital gap is 0.29464 Ha. The value obtained for the strongest force on any atom is 3.26 eV/Å. For the LUMO energy, the calculation gives -4.53 eV. The highest occupied orbital energy comes out at -0.461 hartree. Its net charge is +1. The relative energy (zero: lowest compared OMol25 entry of this formula, charge and spin) comes out at 153.1 kcal per mole.

```
16
Properties=species:S:1:pos:R:3:lowdin_charge:R:1
C -1.9636 0.1304 -0.5969 -0.1442
C -0.6127 1.9409 -0.7049 -0.2186
C -0.9924 -0.5662 -0.0414 0.1141
C -0.1900 -1.4070 0.8091 -0.1421
N -1.8011 1.4315 -0.9392 0.0560
N 0.2642 1.2263 -0.0784 -0.0310
N 1.2327 -1.4386 0.3055 0.1961
O 1.6345 1.4099 0.0774 -0.0316
H -2.9221 -0.2896 -0.8761 0.1407
H -0.4348 2.9546 -1.0449 0.1463
H -0.1619 -1.0563 1.8465 0.1489
H -0.6137 -2.4182 0.7941 0.1554
H 1.8457 -2.0101 0.8992 0.1800
H 1.5767 -0.4530 0.2936 0.1213
H 1.2677 -1.7895 -0.6606 0.1825
H 1.8705 2.3350 -0.0831 0.1262
```



Computed, not measured: the molecule C20H25N5O3S2, with wB97M-V/def2-TZVPD.

The frontier orbital gap is 0.29453 Ha. The value obtained for the strongest force on any atom is 1.76 eV/Å. For the LUMO energy, the calculation gives 0.31 eV. The highest occupied orbital energy comes out at -0.283 hartree. The structure (SMILES) is COc1ccccc1N1CCN(C(=O)CSc2nnc(NC(=O)C3CCC3)s2)CC1. The relative energy (zero: lowest compared OMol25 entry of this formula, charge and spin) comes out at 31.7 kcal per mole.

```
55
Properties=species:S:1:pos:R:3:lowdin_charge:R:1
C 5.7522 -1.2255 -1.2451 -0.0831
O 4.4819 -1.7170 -1.5921 -0.1112
C 4.2560 -2.1010 -2.8914 -0.1987
C 5.1732 -1.9082 -3.9100 -0.0293
C 4.9167 -2.3569 -5.1973 -0.0976
C 3.7315 -3.0060 -5.4670 -0.0980
C 2.7967 -3.1853 -4.4608 -0.0273
C 3.0204 -2.7370 -3.1614 -0.1544
N 2.1231 -2.9741 -2.1199 -0.0902
C 1.6860 -1.8818 -1.2818 -0.1335
C 0.4136 -1.2298 -1.8552 -0.1273
N -0.6244 -2.2278 -1.9744 -0.0594
C -1.7577 -2.3331 -1.2531 -0.5273
O -2.5233 -3.2707 -1.3691 0.0563
C -2.0845 -1.1963 -0.2944 -0.3361
S -0.9637 -1.2372 1.1501 0.9400
C -1.4037 0.2717 1.8619 -0.9589
N -2.2389 1.1120 1.3589 -0.0481
N -2.4118 2.2052 2.0886 0.0037
C -1.7174 2.2384 3.1704 -0.5956
N -1.6967 3.2216 4.1050 0.1075
C -2.4228 4.4086 4.1759 -0.4198
O -2.2511 5.1189 5.1355 0.0994
C -3.3280 4.7025 3.0240 -0.2353
C -2.6125 5.2244 1.7545 -0.1313
C -3.5614 6.4311 1.7327 -0.1596
C -4.1008 6.0275 3.1124 -0.1254
S -0.7004 0.7940 3.3917 1.0341
C -0.2257 -3.3315 -2.8272 -0.1061
C 1.0690 -3.9492 -2.2739 -0.1323
H 5.9656 -0.2684 -1.7334 0.0958
H 5.7216 -1.0773 -0.1664 0.0947
H 6.5423 -1.9424 -1.4888 0.0979
H 6.1129 -1.4190 -3.7087 0.1008
H 5.6506 -2.2014 -5.9728 0.1006
H 3.5197 -3.3696 -6.4611 0.1010
H 1.8754 -3.6894 -4.7051 0.0974
H 2.4745 -1.1394 -1.1950 0.1197
H 1.4624 -2.2771 -0.2847 0.1114
H 0.1028 -0.4027 -1.2219 0.0974
H 0.6311 -0.8418 -2.8583 0.1370
H -3.0979 -1.3458 0.0760 0.0937
H -2.0029 -0.2126 -0.7535 0.0811
H -1.0801 3.0736 4.8962 0.1460
H -3.9472 3.8319 2.8123 0.1366
H -2.6625 4.5543 0.9014 0.0963
H -1.5745 5.4960 1.9364 0.1159
H -3.0789 7.4043 1.6842 0.1006
H -4.3095 6.3677 0.9461 0.1032
H -5.1807 5.9334 3.1939 0.1069
H -3.7333 6.6520 3.9239 0.1061
H -1.0334 -4.0642 -2.8323 0.1237
H -0.0709 -2.9486 -3.8408 0.1238
H 1.4076 -4.7688 -2.9068 0.1235
H 0.8531 -4.3532 -1.2777 0.1338
```



Computed, not measured: the ion C22H33N2O2 with charge +1, with wB97M-V/def2-TZVPD.

The frontier orbital gap is 0.23421 Ha. The value obtained for the strongest force on any atom is 8.06 eV/Å. For the LUMO energy, the calculation gives -5.00 eV. The highest occupied orbital energy comes out at -0.418 hartree. The structure (SMILES) is COCCCCCCCCCc1cccc2c[nH+]cc(CCC(N)=O)c12. Its net charge is +1. The relative energy (zero: lowest compared OMol25 entry of this formula, charge and spin) comes out at 468.1 kcal per mole.

```
59
Properties=species:S:1:pos:R:3:lowdin_charge:R:1
C -0.6730 -3.5105 0.4405 -0.1360
O -2.0931 -3.8571 0.2561 -0.2620
C -2.8562 -3.6578 1.5295 -0.2330
C -4.4819 -3.7717 1.3469 -0.1707
C -5.1981 -2.4489 0.6860 -0.2051
C -4.1091 -1.2780 0.3236 -0.2315
C -4.7490 0.0987 -0.2973 -0.2103
C -3.6384 1.3008 -0.0481 -0.2243
C -2.1827 1.0188 -0.7714 -0.2069
C -1.0492 2.0158 -0.1011 -0.2056
C -0.0647 1.2260 0.9965 -0.1800
C 1.2727 2.1200 1.2794 -0.0679
C 1.1760 3.1399 2.6016 0.0326
C 2.3613 4.1562 3.0901 -0.0179
C 3.7525 4.1921 2.2253 0.0061
C 3.8339 3.1995 0.8962 -0.0632
C 5.2251 3.2621 0.0312 0.0615
N 5.3875 2.4034 -1.2009 0.0036
C 4.3129 1.4121 -1.6972 0.0619
C 2.8594 1.2027 -0.8944 -0.0075
C 1.8285 0.0900 -1.4882 -0.1629
C 2.3385 -0.7600 -2.7851 -0.1151
C 3.5488 -1.8492 -2.4579 -0.3077
N 4.7524 -1.9477 -3.3984 0.0539
O 3.5355 -2.6825 -1.4077 -0.0454
C 2.6545 2.1638 0.4154 -0.0075
H -0.1815 -3.0044 -0.5221 0.0918
H -0.4589 -2.7757 1.3281 0.0856
H -0.0643 -4.5032 0.6284 0.1064
H -2.4980 -2.6966 2.1214 0.1137
H -2.5345 -4.5797 2.2158 0.1353
H -4.9351 -3.9348 2.4235 0.1193
H -4.6843 -4.7222 0.6614 0.1285
H -5.7916 -2.8207 -0.2805 0.1238
H -6.0199 -2.0861 1.4448 0.1124
H -3.5712 -0.9672 1.3378 0.1155
H -3.3534 -1.6949 -0.4857 0.1188
H -5.7352 0.4532 0.2474 0.1194
H -4.9907 -0.0993 -1.4258 0.1175
H -3.4879 1.3502 1.1350 0.1142
H -4.0962 2.3663 -0.3314 0.1256
H -1.7811 -0.0771 -0.6367 0.0933
H -2.2601 1.1887 -1.9484 0.1265
H -0.4456 2.6511 -0.8767 0.1104
H -1.6648 2.7914 0.5658 0.1168
H 0.1226 0.1049 0.7185 0.0936
H -0.7088 1.2058 2.0016 0.1271
H 0.1677 3.1576 3.2406 0.1183
H 2.2230 4.8291 4.0382 0.1057
H 4.6708 4.8771 2.4649 0.1049
H 6.1197 3.9973 0.3188 0.1530
H 6.3141 2.4891 -1.7175 0.1593
H 4.6097 0.8303 -2.6754 0.1060
H 0.7847 0.6098 -1.6635 0.1228
H 1.6429 -0.7044 -0.6165 0.1322
H 2.7000 -0.0562 -3.6661 0.1240
H 1.4424 -1.4193 -3.2161 0.1505
H 5.2944 -2.8285 -3.2402 0.0960
H 5.4270 -1.1703 -3.1599 0.0728
```